No. 1
{"formula": "C4H12", "method": "wB97M-V/def2-TZVPD", "homo_ev": -11.664, "e_lumo_ev": 1.09, "smiles": "CC.CC", "e_above_lowest_kj_mol": 24.5, "symbols": ["C", "C", "H", "H", "H", "H", "H", "H", "C", "C", "H", "H", "H", "H", "H", "H"], "coordinates": [[-1.7157, 0.4009, -1.9981], [-1.0970, -0.9618, -2.2078], [-1.0706, 1.0466, -1.3995], [-1.7678, 0.9493, -2.9413], [-2.6883, 0.4937, -1.5168], [-1.5923, -1.5080, -3.0124], [-1.1821, -1.5981, -1.3272], [-0.0452, -0.9328, -2.4705], [0.8935, 0.7432, 1.8218], [1.9063, -0.2511, 2.3916], [0.3482, 0.2840, 0.9974], [0.1425, 1.1064, 2.5264], [1.4119, 1.5752, 1.3730], [2.8791, -0.0775, 1.9389], [1.5125, -1.2641, 2.3791], [2.0651, -0.0060, 3.4456]], "atomic_forces_ev_per_a": [[0.610, 1.289, -0.167], [-0.566, -0.731, 0.105], [0.174, -0.153, 0.226], [-0.209, -0.138, -0.119], [-0.120, -0.654, -0.129], [-0.078, 0.036, -0.020], [0.026, 0.048, 0.136], [0.172, 0.307, -0.017], [-0.238, -0.428, -0.565], [-0.404, 0.942, 1.059], [-0.119, -0.036, -0.067], [0.221, -0.065, 0.078], [0.073, 0.542, 0.075], [-0.022, -0.698, -0.334], [0.443, -0.153, -0.318], [0.038, -0.107, 0.056]], "lowdin_charge": [-0.180, -0.177, 0.051, 0.061, 0.063, 0.060, 0.059, 0.061, -0.173, -0.167, 0.045, 0.064, 0.054, 0.060, 0.061, 0.058]}


No. 2
{"formula": "C24H45O4PS3SiTc", "method": "wB97M-V/def2-TZVPD", "homo_ev": [-13.584, -13.548], "e_lumo_ev": [-6.88, -6.56], "total_charge": 2, "multiplicity": 2, "e_above_lowest_kj_mol": 34.7, "s_squared": 0.769, "symbols": ["Tc", "C", "C", "S", "C", "C", "S", "C", "C", "S", "H", "H", "H", "H", "H", "H", "H", "H", "H", "H", "H", "H", "C", "O", "C", "C", "C", "C", "C", "C", "O", "C", "O", "C", "H", "H", "H", "H", "H", "H", "H", "H", "H", "C", "Si", "C", "C", "O", "H", "H", "H", "H", "H", "H", "H", "H", "H", "C", "C", "P", "C", "C", "C", "C", "H", "H", "H", "H", "H", "H", "H", "H", "H", "H", "H", "H", "H", "H", "H"], "coordinates": [[0.2557, 0.1945, -0.3131], [3.3765, 1.1358, 1.3828], [3.0334, 2.3950, 0.6095], [1.2515, 2.6912, 0.4831], [0.8229, 2.9972, 2.2397], [-0.4269, 2.3074, 2.7647], [-0.5323, 0.5218, 2.4676], [0.9830, -0.1159, 3.2726], [1.8247, -1.0164, 2.3594], [2.3998, -0.2950, 0.7899], [3.2265, 1.2653, 2.4510], [4.4301, 0.8978, 1.2351], [3.3890, 2.3041, -0.4175], [3.5158, 3.2748, 1.0370], [0.7086, 4.0791, 2.3231], [1.6884, 2.7220, 2.8395], [-1.3300, 2.7118, 2.3059], [-0.4983, 2.5110, 3.8337], [0.6828, -0.7046, 4.1395], [1.5663, 0.7182, 3.6569], [1.2614, -1.8964, 2.0461], [2.7119, -1.3774, 2.8833], [-4.4257, 5.1161, -1.1630], [-5.1485, 3.9598, -0.7491], [-4.4915, 2.8279, -0.5304], [-5.2890, 1.7317, -0.1432], [-4.7070, 0.5267, 0.1058], [-3.3058, 0.3205, 0.0017], [-2.7033, -0.9546, 0.3017], [-3.5317, -2.1326, 0.7270], [-1.4609, -1.1259, 0.2703], [-2.5301, 1.4360, -0.4057], [-1.2109, 1.4002, -0.5839], [-3.1156, 2.6788, -0.6628], [-5.1695, 5.8952, -1.2918], [-3.9182, 4.9302, -2.1112], [-3.7093, 5.4138, -0.3952], [-6.3555, 1.8753, -0.0575], [-5.3465, -0.2909, 0.3949], [-4.5878, -1.9310, 0.8379], [-3.1369, -2.4982, 1.6750], [-3.4068, -2.9268, -0.0054], [-2.4776, 3.4917, -0.9739], [1.6421, -3.3933, -2.9519], [0.7737, -3.1449, -1.3129], [-0.9788, -3.7543, -1.4553], [1.7087, -3.9994, 0.0639], [0.8064, -1.4820, -0.8586], [1.7023, -4.4730, -3.1031], [2.6637, -3.0172, -2.9793], [1.0920, -2.9887, -3.8031], [-0.9750, -4.7336, -1.9383], [-1.6039, -3.0968, -2.0606], [-1.4253, -3.8667, -0.4733], [1.9795, -5.0100, -0.2442], [1.1096, -4.0929, 0.9698], [2.6370, -3.4826, 0.3111], [0.3693, 3.6404, -2.8476], [1.4066, 2.5386, -3.0204], [0.9329, 0.8407, -2.5253], [-0.5642, 0.4896, -3.5147], [-0.3602, 0.3155, -5.0185], [2.2980, -0.2219, -3.1083], [3.0923, 0.2366, -4.3288], [0.6964, 4.5270, -3.3885], [0.2161, 3.9183, -1.8047], [-0.5934, 3.3496, -3.2670], [2.3675, 2.7956, -2.5692], [1.6166, 2.4175, -4.0871], [-1.2618, 1.3037, -3.3043], [-1.0158, -0.4056, -3.0781], [0.0922, 1.1947, -5.4772], [-1.3212, 0.1581, -5.5057], [0.2667, -0.5476, -5.2422], [1.8403, -1.1919, -3.2843], [2.9661, -0.3679, -2.2541], [2.4631, 0.3724, -5.2068], [3.8356, -0.5214, -4.5728], [3.6315, 1.1651, -4.1480]], "atomic_forces_ev_per_a": [[0.542, 1.023, 1.004], [-0.089, -0.033, -0.018], [-0.080, -0.107, -0.108], [-0.347, -0.758, -0.189], [0.137, 0.032, -0.060], [0.088, -0.012, -0.203], [0.376, 0.048, -0.068], [0.117, -0.170, -0.188], [-0.193, 0.148, 0.112], [0.614, 0.266, 0.261], [-0.076, -0.045, 0.048], [-0.029, -0.081, -0.006], [-0.098, 0.071, -0.062], [-0.032, -0.023, 0.047], [-0.036, -0.038, 0.054], [0.031, 0.001, -0.037], [-0.010, -0.042, -0.070], [-0.042, -0.077, 0.022], [-0.036, -0.005, -0.018], [-0.025, 0.052, -0.022], [-0.034, 0.010, -0.018], [-0.025, 0.044, 0.035], [0.002, 0.024, -0.004], [-0.057, -0.037, 0.007], [0.010, 0.003, 0.005], [0.029, -0.063, 0.000], [0.024, 0.067, -0.035], [0.057, 0.098, -0.074], [-0.066, 0.401, 0.087], [0.178, 0.035, 0.026], [-0.248, -0.488, -0.513], [-0.093, 0.002, 0.194], [0.212, 0.178, -0.323], [-0.140, -0.218, 0.062], [0.030, 0.003, -0.004], [0.010, 0.029, 0.007], [0.011, 0.016, -0.025], [-0.034, 0.004, 0.009], [-0.034, 0.006, 0.008], [0.002, 0.001, 0.027], [0.023, -0.029, 0.005], [0.034, -0.069, -0.077], [0.039, -0.002, -0.006], [-0.052, -0.076, 0.210], [0.106, 0.152, 0.275], [0.221, 0.088, -0.067], [-0.090, 0.063, -0.191], [-0.565, -0.375, -0.459], [-0.041, -0.083, -0.009], [0.043, -0.040, 0.045], [-0.046, -0.030, -0.013], [0.021, -0.030, -0.010], [-0.030, 0.049, -0.011], [-0.091, 0.004, 0.129], [-0.008, -0.066, -0.010], [-0.065, 0.022, 0.043], [0.042, 0.039, -0.036], [-0.111, 0.067, 0.099], [-0.040, -0.123, 0.028], [-0.172, -0.198, -0.017], [0.049, -0.048, 0.006], [0.035, 0.008, -0.005], [-0.003, 0.156, 0.085], [-0.009, 0.035, -0.035], [0.021, 0.032, 0.027], [0.014, -0.064, -0.074], [-0.008, 0.011, -0.009], [-0.024, 0.013, 0.099], [0.045, -0.003, -0.003], [0.008, -0.035, 0.029], [0.025, -0.055, -0.019], [0.010, 0.018, 0.003], [-0.014, -0.012, 0.016], [0.003, 0.006, -0.002], [0.022, 0.197, -0.022], [-0.036, 0.004, 0.011], [0.003, 0.009, -0.001], [-0.003, -0.023, -0.015], [-0.001, 0.026, 0.013]], "lowdin_charge": [1.165, -0.433, -0.473, 0.917, -0.440, -0.470, 0.946, -0.444, -0.443, 0.897, 0.074, 0.100, 0.075, 0.106, 0.097, 0.071, 0.083, 0.101, 0.094, 0.071, 0.068, 0.105, -0.036, -0.031, -0.259, 0.032, 0.009, -0.092, -0.350, 0.033, -0.165, -0.293, -0.361, 0.063, 0.105, 0.100, 0.100, 0.135, 0.112, 0.074, 0.111, 0.090, 0.111, -0.159, 0.415, -0.150, -0.149, -0.633, 0.055, 0.042, 0.040, 0.053, 0.040, 0.022, 0.048, 0.037, 0.031, -0.130, -0.364, 0.929, -0.358, -0.109, -0.375, -0.110, 0.089, 0.032, 0.068, 0.082, 0.083, 0.073, 0.079, 0.076, 0.087, 0.071, 0.017, 0.078, 0.069, 0.088, 0.075]}


No. 3
{"formula": "C28H18Br2IrN4O", "method": "wB97M-V/def2-TZVPD", "homo_ev": [-10.129, -10.129], "e_lumo_ev": [-4.35, -4.35], "total_charge": 1, "symbols": ["Ir", "C", "C", "N", "C", "C", "C", "C", "C", "C", "C", "N", "C", "C", "C", "C", "C", "C", "C", "C", "N", "C", "H", "H", "H", "H", "H", "H", "H", "H", "H", "H", "H", "H", "C", "C", "C", "C", "C", "C", "Br", "C", "C", "Br", "C", "O", "C", "N", "H", "H", "H", "H", "H", "H"], "coordinates": [[-0.0101, -0.7702, 0.0001], [-0.3707, -0.5776, 4.3086], [-0.6920, -0.6598, 2.9561], [0.2314, -0.6405, 2.0075], [1.5483, -0.5216, 2.3418], [1.9533, -0.4966, 3.6942], [0.9484, -0.5109, 4.6831], [3.3300, -0.4669, 3.9894], [4.2369, -0.4378, 2.9646], [3.8369, -0.4085, 1.6237], [2.4946, -0.4382, 1.2686], [1.9080, -0.3931, 0.0003], [2.4949, -0.4381, -1.2680], [3.8369, -0.4085, -1.6231], [4.2372, -0.4376, -2.9640], [3.3303, -0.4667, -3.9889], [1.9537, -0.4965, -3.6936], [0.9491, -0.5106, -4.6828], [-0.3702, -0.5774, -4.3086], [-0.6915, -0.6599, -2.9561], [0.2315, -0.6405, -2.0073], [1.5486, -0.5216, -2.3414], [-1.1598, -0.5819, 5.0458], [-1.7200, -0.7426, 2.6282], [1.2266, -0.4585, 5.7272], [3.6578, -0.4822, 5.0198], [5.2940, -0.4307, 3.1912], [4.6156, -0.3607, 0.8873], [4.6158, -0.3606, -0.8868], [5.2943, -0.4305, -3.1907], [3.6582, -0.4820, -5.0192], [1.2274, -0.4582, -5.7269], [-1.1590, -0.5816, -5.0460], [-1.7197, -0.7426, -2.6286], [-0.1752, 2.6905, -0.0004], [-1.5621, 2.1257, -0.0003], [-2.7075, 2.9307, -0.0004], [-3.9611, 2.3646, -0.0004], [-4.0941, 0.9650, -0.0003], [-5.3128, 0.2497, -0.0003], [-6.9604, 1.1774, -0.0005], [-5.3268, -1.1247, -0.0002], [-4.1332, -1.8464, -0.0001], [-4.1371, -3.7295, 0.0000], [-2.8919, -1.2027, -0.0001], [-1.7570, -1.8203, 0.0000], [-2.8957, 0.2170, -0.0002], [-1.6727, 0.8073, -0.0001], [-0.1924, 3.7769, -0.0005], [0.3666, 2.3354, -0.8787], [0.3666, 2.3356, 0.8780], [-2.6078, 4.0063, -0.0005], [-4.8440, 2.9883, -0.0004], [-6.2681, -1.6558, -0.0003]], "atomic_forces_ev_per_a": [[-0.847, 3.644, 0.000], [0.295, 0.041, 0.404], [0.041, -0.025, -0.402], [-0.401, -0.318, 0.440], [0.343, 0.077, 0.183], [-0.125, 0.027, -0.296], [-0.298, -0.005, -0.187], [0.375, 0.018, -0.138], [-0.111, -0.031, 0.633], [-0.635, 0.049, -0.556], [0.726, 0.150, 0.655], [-1.116, -1.436, -0.003], [0.715, 0.150, -0.656], [-0.623, 0.048, 0.553], [-0.117, -0.032, -0.640], [0.377, 0.018, 0.147], [-0.134, 0.028, 0.283], [-0.300, -0.005, 0.192], [0.301, 0.042, -0.403], [0.033, -0.024, 0.397], [-0.393, -0.319, -0.437], [0.350, 0.076, -0.170], [-0.034, -0.014, -0.023], [0.008, -0.071, -0.052], [0.020, -0.039, 0.019], [-0.019, 0.027, 0.019], [0.017, 0.015, -0.031], [0.003, 0.016, -0.074], [0.001, 0.016, 0.074], [0.019, 0.015, 0.033], [-0.019, 0.027, -0.020], [0.021, -0.039, -0.019], [-0.036, -0.015, 0.024], [0.009, -0.071, 0.053], [-0.034, -0.022, 0.001], [0.783, -0.418, -0.002], [-0.686, -0.006, 0.003], [0.441, 0.229, -0.001], [-0.019, -0.184, 0.001], [-0.162, -0.181, -0.002], [0.031, 0.017, 0.000], [-0.089, 0.399, 0.001], [0.810, 0.004, -0.002], [-0.098, 0.110, 0.000], [-0.846, 0.213, 0.003], [0.736, -0.832, 0.000], [-0.531, -0.209, -0.001], [1.039, -1.278, -0.001], [0.023, 0.006, 0.000], [0.025, 0.059, -0.007], [0.024, 0.059, 0.006], [0.127, 0.002, 0.000], [-0.018, 0.002, 0.000], [0.000, -0.010, 0.000]], "lowdin_charge": [1.483, -0.017, -0.069, -0.070, -0.153, -0.143, 0.029, -0.015, -0.050, 0.013, -0.188, -0.091, -0.188, 0.013, -0.050, -0.015, -0.143, 0.030, -0.017, -0.069, -0.070, -0.153, 0.119, 0.123, 0.131, 0.123, 0.118, 0.087, 0.087, 0.118, 0.123, 0.131, 0.119, 0.123, -0.013, -0.289, 0.011, 0.010, -0.187, -0.625, 0.804, -0.153, -0.604, 0.820, -0.449, -0.271, -0.160, 0.073, 0.086, 0.080, 0.080, 0.122, 0.092, 0.105]}


Quick rundown of calculated total energy, same order as above: -4342.27447; -85668.19329; -180256.71327 eV